Molecular formula: C19H14Cl2N2O5
Method: DFT, wB97M-V/def2-TZVPD

CARTESIAN COORDINATES (ANGSTROEM)
C: -2.380 1.236 -0.629
O: -1.611 1.110 -1.801
C: -0.459 1.853 -1.935
C: -0.102 2.879 -1.071
C: 1.060 3.603 -1.269
C: 1.884 3.304 -2.338
C: 1.548 2.276 -3.195
C: 0.386 1.533 -3.010
O: 0.185 0.547 -3.932
C: -0.805 -0.434 -3.782
C: -0.993 -1.080 -2.423
O: -2.009 -1.633 -2.091
N: 0.120 -1.089 -1.564
C: 0.056 -1.372 -0.237
C: 1.335 -1.249 0.260
C: 1.810 -1.443 1.632
O: 2.976 -1.553 1.923
C: 0.706 -1.462 2.649
C: -0.198 -0.408 2.696
C: -1.207 -0.395 3.642
Cl: -2.328 0.917 3.680
C: -1.332 -1.431 4.555
C: -0.430 -2.476 4.504
Cl: -0.562 -3.789 5.636
C: 0.605 -2.519 3.561
O: 1.456 -3.548 3.487
C: 2.117 -0.896 -0.879
N: 1.376 -0.795 -1.944
H: -2.894 2.201 -0.593
H: -3.116 0.434 -0.684
H: -1.771 1.110 0.272
H: -0.744 3.129 -0.240
H: 1.313 4.399 -0.586
H: 2.791 3.865 -2.502
H: 2.178 2.009 -4.028
H: -0.517 -1.228 -4.483
H: -1.793 -0.055 -4.081
H: -0.872 -1.645 0.222
H: -0.092 0.413 2.005
H: -2.119 -1.423 5.292
H: 1.261 -4.180 4.198
H: 3.172 -0.715 -0.915

Cartesian forces (eV/Å) of the 3 atoms listed first:
C -0.19 -0.03 0.15
O 0.40 0.48 -0.32
C -0.08 -0.08 -0.12

Output
E_tot	-58191.6079	eV
multiplicity	1
highest occupied orbital energy	-8.43	eV
energy above the lowest of the compared OMol25 structures with the same formula, charge and spin	15.1	kJ/mol
gap between HOMO and LUMO	8.35	eV
max |F|	1.1	eV Å⁻¹
molar mass	421.2	g/mol
net charge	0

Mulliken atomic charge list, values in e, 5 entries:
1 C -0.85
2 O -0.38
3 C 1.29
4 C -0.61
5 C -0.72